No. 1
Density functional theory data (ωB97M-V/def2-TZVPD) for one molecule with the formula C15H18BNO at a distorted geometry.

The calculation puts the total energy at -737.219656 a.u. Its highest occupied orbital energy is -8.397 eV. The value obtained for the relative energy (zero: lowest compared OMol25 entry of this formula, charge and spin) is 117.3 kJ/mol. As for the net charge: 0. As for the frontier orbital gap: 8.592 eV.

```
36
C15H18BNO | the OMol25 dataset | ωB97M-V/def2-TZVPD
O -0.046 1.619 -0.798
C -4.175 -0.857 -0.159
C -3.575 -0.951 1.081
C -3.463 -0.431 -1.239
C 1.445 -2.899 -0.887
C 2.814 -2.599 -0.957
C -2.203 -0.662 1.235
C -2.155 -0.020 -1.035
C 0.523 -1.911 -0.532
C 3.242 -1.344 -0.889
C -1.526 -0.107 0.175
C 1.022 -0.692 -0.329
C 2.327 -0.330 -0.555
B -0.020 0.427 0.120
C 2.925 1.018 -0.566
C -0.076 2.760 0.038
C 0.197 2.369 1.510
N 0.513 0.894 1.583
H -5.238 -1.134 -0.306
H -4.145 -1.243 1.901
H -3.950 -0.362 -2.209
H 1.187 -3.929 -0.991
H 3.513 -3.382 -1.276
H -1.857 -0.640 2.205
H -1.634 0.458 -1.852
H -0.543 -2.241 -0.492
H 4.286 -1.189 -0.655
H 2.166 1.756 -0.314
H 3.209 1.340 -1.613
H 3.716 1.049 0.197
H -1.088 3.140 -0.213
H 0.707 3.410 -0.352
H 0.976 2.941 2.065
H -0.666 2.634 2.159
H 1.522 0.738 1.577
H 0.069 0.370 2.372
```


No. 2
Density functional theory data (ωB97M-V/def2-TZVPD) for C9H24O17P2S3Zr as an isolated structure at a distorted geometry.

The calculation puts the total energy at -3561.038420 a.u. Its highest occupied orbital energy is -0.040 eV. The value obtained for the relative energy (zero: lowest compared OMol25 entry of this formula, charge and spin) is 302.8 kJ/mol. As for the net charge: -2. As for the frontier orbital gap: 3.839 eV.

```
56
C9H24O17P2S3Zr | the OMol25 dataset | ωB97M-V/def2-TZVPD
Zr -0.607 0.057 -1.842
P -2.946 1.085 -2.088
O -1.853 1.269 -3.194
O -4.419 1.225 -2.286
O -2.137 0.992 -0.722
O -2.609 -0.499 -2.170
P 1.185 -1.360 -3.029
O 0.653 0.047 -3.535
O 2.293 -2.096 -3.675
O -0.283 -1.890 -2.796
O 1.284 -0.810 -1.521
O -3.233 -2.915 -0.891
S -1.987 -2.801 -0.235
O -1.166 -1.650 -0.268
O -2.241 -3.082 1.341
C -2.903 -4.271 1.747
C -1.998 -5.062 2.668
C -0.958 -4.159 -0.702
H -3.088 -4.892 0.864
H -3.863 -4.039 2.205
H -1.040 -5.431 2.310
H -2.571 -5.928 3.024
H -1.807 -4.486 3.580
H -0.498 -3.904 -1.660
H -1.626 -5.012 -0.854
H -0.247 -4.471 0.058
O 0.387 2.191 -1.713
S 0.823 3.433 -1.220
O 1.850 3.492 -0.218
O 1.322 4.230 -2.516
C 2.126 5.381 -2.315
C 2.666 5.897 -3.638
C -0.576 4.408 -0.720
H 2.903 5.209 -1.571
H 1.514 6.219 -1.948
H 3.420 5.270 -4.104
H 3.089 6.882 -3.414
H 1.820 6.092 -4.297
H -0.734 4.135 0.319
H -1.392 4.212 -1.409
H -0.257 5.444 -0.836
O 0.426 0.555 0.469
S 0.860 0.566 1.798
O 0.217 1.401 2.774
O 0.805 -0.949 2.316
C 0.428 -1.222 3.671
C 1.239 -2.416 4.105
C 2.617 0.824 1.843
H -0.657 -1.289 3.780
H 0.633 -0.327 4.268
H 0.867 -3.336 3.656
H 1.235 -2.563 5.190
H 2.287 -2.244 3.861
H 2.766 1.704 1.220
H 3.063 -0.080 1.439
H 2.915 0.963 2.880
```


No. 3
Density functional theory data (ωB97M-V/def2-TZVPD) for C42H79As3BrCrN3O4PSe as an isolated structure at a distorted geometry.

The calculation puts the total energy at -15181.713509 a.u. Its highest occupied orbital energy (spin up / spin down) is -7.236 / -7.337 eV. The value obtained for the relative energy (zero: lowest compared OMol25 entry of this formula, charge and spin) is 49.1 kJ/mol. As for the expectation value of S²: 3.860. The multiplicity is 4. As for the net charge: 0. As for the frontier orbital gap (spin up / spin down): 6.829 / 7.858 eV.

```
135
C42H79As3BrCrN3O4PSe | the OMol25 dataset | ωB97M-V/def2-TZVPD
Cr -0.025 0.010 0.404
C 1.099 -0.811 4.237
As -0.269 -0.477 2.909
C -1.288 -2.133 3.164
C -1.417 0.664 4.033
C -2.549 1.489 3.409
C -1.957 2.761 2.794
C -3.331 0.700 2.353
As -2.487 0.391 0.604
C -3.683 -1.010 0.018
C -3.157 1.857 -0.474
C -3.513 1.958 4.520
As -4.729 0.814 5.613
C -4.627 -1.019 4.910
C -3.519 0.516 7.132
H 0.593 -1.064 5.171
H 1.688 0.091 4.353
H 1.740 -1.635 3.936
H -1.517 -2.261 4.224
H -0.712 -2.987 2.819
H -2.216 -2.119 2.591
H -0.731 1.337 4.552
H -1.821 -0.037 4.768
H -1.017 2.551 2.294
H -1.737 3.492 3.574
H -2.652 3.226 2.090
H -4.278 1.207 2.133
H -3.578 -0.295 2.722
H -4.700 -0.613 0.016
H -3.609 -1.852 0.705
H -3.399 -1.345 -0.974
H -4.199 2.038 -0.202
H -3.091 1.560 -1.521
H -2.567 2.757 -0.326
H -4.179 2.708 4.083
H -2.922 2.485 5.275
H -5.246 -1.128 4.022
H -5.051 -1.651 5.692
H -3.618 -1.362 4.698
H -3.305 1.471 7.611
H -2.582 0.055 6.823
H -4.011 -0.128 7.860
C 1.138 5.586 -4.565
C -0.224 4.905 -4.746
C -1.332 5.862 -4.287
C -0.420 4.617 -6.235
C -0.278 3.633 -3.902
C 0.010 3.695 -2.543
C -0.048 2.541 -1.795
Br 0.344 2.576 0.058
C -0.371 1.280 -2.301
O -0.373 0.213 -1.522
C -0.707 1.215 -3.671
C -0.640 2.391 -4.418
C -1.139 -0.110 -4.309
C -2.345 -0.680 -3.554
C -1.546 0.051 -5.776
C 0.016 -1.115 -4.248
H 1.218 6.453 -5.223
H 1.950 4.897 -4.805
H 1.285 5.934 -3.542
H -1.306 6.786 -4.867
H -1.216 6.121 -3.233
H -2.314 5.404 -4.414
H -0.334 5.547 -6.799
H -1.405 4.198 -6.442
H 0.334 3.924 -6.613
H 0.273 4.628 -2.062
H -0.881 2.332 -5.466
H -3.177 0.028 -3.562
H -2.072 -0.911 -2.528
H -2.681 -1.601 -4.035
H -2.379 0.746 -5.896
H -1.864 -0.918 -6.162
H -0.717 0.396 -6.396
H 0.367 -1.255 -3.227
H 0.843 -0.766 -4.870
H -0.310 -2.084 -4.635
C 4.162 1.303 -2.823
N 3.435 1.192 -1.561
C 3.618 2.374 -0.700
P 3.199 -0.192 -0.690
O 1.971 -0.141 0.169
N 3.224 -1.441 -1.749
C 3.399 -2.779 -1.191
C 3.125 -1.453 -3.195
N 4.442 -0.440 0.375
C 4.340 -0.050 1.777
C 5.792 -0.448 -0.153
H 3.485 1.401 -3.674
H 4.834 0.464 -3.003
H 4.773 2.205 -2.783
H 3.122 3.235 -1.150
H 4.684 2.598 -0.592
H 3.197 2.238 0.295
H 3.584 -2.727 -0.122
H 4.257 -3.271 -1.661
H 2.498 -3.375 -1.360
H 2.640 -0.558 -3.573
H 2.503 -2.300 -3.490
H 4.107 -1.567 -3.669
H 3.299 -0.069 2.087
H 4.722 0.962 1.946
H 4.915 -0.753 2.385
H 5.797 -0.816 -1.179
H 6.419 -1.117 0.442
H 6.246 0.549 -0.138
C -0.128 -8.054 2.034
C -0.191 -6.648 1.504
C -1.201 -6.246 0.641
C -1.263 -4.961 0.116
C -2.399 -4.642 -0.819
C -0.274 -4.020 0.471
Se -0.337 -2.327 -0.450
C 0.756 -4.415 1.330
C 1.847 -3.490 1.791
C 0.775 -5.713 1.834
H -1.095 -8.548 1.956
H 0.180 -8.070 3.079
H 0.593 -8.650 1.471
H -1.970 -6.958 0.362
H -2.983 -5.541 -1.015
H -2.048 -4.240 -1.769
H -3.060 -3.890 -0.389
H 1.785 -2.506 1.321
H 2.829 -3.915 1.578
H 1.787 -3.372 2.874
H 1.577 -5.993 2.509
C 2.325 2.727 4.431
C 2.058 2.548 2.937
O 2.736 3.204 2.141
O 1.163 1.697 2.622
H 2.736 3.714 4.629
H 3.067 1.988 4.747
H 1.422 2.568 5.020
```


No. 4
Density functional theory data (ωB97M-V/def2-TZVPD) for C46H40N9O2Sb2Tl as an isolated structure.

The calculation puts the total energy at -3073.315625 a.u. Its highest occupied orbital energy is -0.633 eV. The value obtained for the relative energy (zero: lowest compared OMol25 entry of this formula, charge and spin) is 0.0 kJ/mol. As for the net charge: -2. As for the frontier orbital gap: 4.836 eV.

```
100
C46H40N9O2Sb2Tl | the OMol25 dataset | ωB97M-V/def2-TZVPD
Tl -0.748 0.115 -0.208
C -3.280 -3.908 -4.883
C -2.487 -4.873 -4.261
C -1.814 -4.590 -3.078
C -1.952 -3.324 -2.540
C -1.382 -2.713 -1.313
N -0.633 -3.345 -0.482
C -0.155 -2.827 0.715
C 0.347 -3.591 1.787
C 0.548 -4.974 1.978
C 1.045 -5.415 3.174
C 1.349 -4.503 4.225
C 1.156 -3.158 4.072
C 0.657 -2.673 2.843
C 0.337 -1.388 2.368
N 0.429 -0.213 3.104
C -0.128 0.899 2.773
N -0.868 1.216 1.652
C -1.342 2.514 1.692
N -2.116 3.137 0.873
C -2.707 2.585 -0.256
N -2.515 1.325 -0.746
C -3.261 1.117 -1.861
N -3.300 -0.038 -2.632
C -2.675 -1.126 -2.338
N -1.858 -1.414 -1.268
C -2.742 -2.360 -3.162
C -3.418 -2.638 -4.336
C -3.992 2.297 -2.117
C -4.916 2.663 -3.116
C -5.464 3.917 -3.088
C -5.117 4.846 -2.066
C -4.225 4.517 -1.082
C -3.636 3.234 -1.092
C -0.807 3.114 2.939
C -0.939 4.383 3.475
C -0.313 4.650 4.687
C 0.417 3.663 5.349
C 0.540 2.387 4.813
C -0.077 2.128 3.602
N -0.115 -1.521 1.087
H -3.790 -4.155 -5.807
H -2.392 -5.854 -4.712
H -1.193 -5.325 -2.583
H 0.312 -5.666 1.178
H 1.213 -6.475 3.332
H 1.738 -4.890 5.161
H 1.381 -2.463 4.872
H -4.026 -1.876 -4.805
H -5.179 1.951 -3.890
H -6.174 4.215 -3.851
H -5.573 5.830 -2.074
H -3.964 5.223 -0.302
H -1.513 5.135 2.951
H -0.393 5.637 5.126
H 0.894 3.898 6.293
H 1.098 1.607 5.315
N 0.314 2.249 -1.161
C 0.391 1.899 -2.574
C 1.021 0.508 -2.736
O 1.560 0.246 -3.818
O 0.990 -0.253 -1.718
H -0.266 3.062 -0.984
H 1.242 2.406 -0.783
H 0.984 2.598 -3.170
H -0.621 1.874 -2.988
C 4.768 1.072 -4.490
Sb 4.145 0.812 -2.444
C 4.066 -1.323 -2.527
C 6.234 1.026 -1.693
C 6.848 -0.212 -1.151
C 7.599 -1.024 -2.002
C 8.154 -2.220 -1.581
C 7.969 -2.631 -0.270
C 7.234 -1.834 0.591
C 6.664 -0.627 0.184
C 5.865 0.155 1.169
Sb 3.701 -0.303 1.244
C 3.180 1.774 1.465
C 3.738 -0.641 3.368
H 5.487 0.296 -4.754
H 5.220 2.053 -4.635
H 3.881 0.979 -5.113
H 4.967 -1.771 -2.109
H 3.948 -1.603 -3.572
H 3.186 -1.642 -1.974
H 6.193 1.826 -0.955
H 6.797 1.389 -2.555
H 7.731 -0.705 -3.031
H 8.722 -2.829 -2.274
H 8.389 -3.566 0.080
H 7.086 -2.152 1.618
H 5.932 1.230 1.002
H 6.216 -0.049 2.181
H 3.788 2.229 2.248
H 2.131 1.855 1.741
H 3.351 2.296 0.521
H 4.522 -0.038 3.830
H 3.904 -1.697 3.580
H 2.765 -0.360 3.766
```


No. 5
Density functional theory data (ωB97M-V/def2-TZVPD) for H22NO9 as an isolated structure at a distorted geometry.

The calculation puts the total energy at -744.372808 a.u. Its highest occupied orbital energy is -11.937 eV. The value obtained for the relative energy (zero: lowest compared OMol25 entry of this formula, charge and spin) is 1530.8 kJ/mol. As for the net charge: +1. As for the frontier orbital gap: 8.458 eV.

```
32
H22NO9 | the OMol25 dataset | ωB97M-V/def2-TZVPD
N 0.252 0.018 0.535
H -0.495 -0.338 1.115
H 0.073 0.934 0.147
H 0.422 -0.572 -0.266
H 1.111 0.129 1.054
O -1.006 -0.661 2.157
H -1.635 -1.376 2.055
H -1.293 -0.199 2.945
O 1.548 -1.845 0.781
H 2.389 -1.510 1.091
H 1.199 -2.342 1.521
O 0.222 0.554 -2.805
H 0.377 0.042 -2.011
H 0.675 0.070 -3.495
O -1.523 0.773 -1.689
H -0.886 0.612 -2.386
H -0.999 1.087 -0.953
O 0.001 1.788 -0.494
H -0.406 2.653 -0.439
H 0.770 1.920 -1.049
O -1.131 -1.626 -0.120
H -1.235 -2.463 -0.572
H -1.546 -1.761 0.733
O 0.817 -0.856 -1.432
H 1.732 -1.131 -1.483
H 0.324 -1.672 -1.357
O -1.750 1.250 1.039
H -2.563 1.168 0.539
H -1.858 0.644 1.772
O 2.214 1.207 1.143
H 2.366 1.578 0.274
H 1.837 1.927 1.649
```


No. 6
Density functional theory data (ωB97M-V/def2-TZVPD) for a 2-piece molecular cluster, C2H8NS overall at a distorted geometry.

The calculation puts the total energy at -533.929004 a.u. Its highest occupied orbital energy is -2.259 eV. The value obtained for the relative energy (zero: lowest compared OMol25 entry of this formula, charge and spin) is 110.5 kJ/mol. As for the net charge: -1. As for the frontier orbital gap: 6.473 eV.

```
12
C2H8NS | the OMol25 dataset | ωB97M-V/def2-TZVPD
N 2.528 1.370 1.094
H 2.356 1.634 0.119
H 3.446 1.006 1.109
H 1.789 0.778 1.235
C -0.846 -1.264 -0.570
C -1.631 0.083 -0.433
S -1.612 0.976 1.130
H -0.007 -1.358 -1.150
H -1.562 -2.115 -0.981
H -0.611 -1.626 0.462
H -2.728 -0.248 -0.772
H -1.121 0.763 -1.245
```


No. 7
Density functional theory data (ωB97M-V/def2-TZVPD) for C24H27N4O2SSiW as an isolated structure.

The calculation puts the total energy at -2054.792246 a.u. Its highest occupied orbital energy (spin up / spin down) is -9.954 / -11.077 eV. The value obtained for the relative energy (zero: lowest compared OMol25 entry of this formula, charge and spin) is 43.1 kJ/mol. As for the expectation value of S²: 2.018. The multiplicity is 3. As for the net charge: +1. As for the frontier orbital gap (spin up / spin down): 6.427 / 5.318 eV.

```
60
C24H27N4O2SSiW | the OMol25 dataset | ωB97M-V/def2-TZVPD
W -0.551 -0.439 0.781
O -2.275 0.254 1.335
C -3.343 -0.599 1.477
C -4.610 -0.146 1.796
C -5.626 -1.079 1.950
C -5.378 -2.437 1.789
C -4.100 -2.877 1.471
C -3.079 -1.955 1.304
C -1.657 -2.272 1.033
N -1.068 -1.970 -0.208
N -0.211 -2.719 -0.964
C 0.921 -2.089 -1.015
O 1.058 -0.981 -0.282
C 2.062 -2.582 -1.795
C 3.293 -1.937 -1.709
C 4.374 -2.413 -2.434
C 4.228 -3.529 -3.245
C 2.999 -4.172 -3.332
C 1.916 -3.702 -2.611
H -4.786 0.913 1.933
H -6.621 -0.741 2.207
H -6.179 -3.151 1.916
H -3.896 -3.934 1.351
H -1.207 -3.104 1.572
H 3.399 -1.072 -1.069
H 5.332 -1.914 -2.364
H 5.073 -3.900 -3.809
H 2.887 -5.042 -3.964
H 0.954 -4.192 -2.669
N 0.178 4.929 -3.984
C -0.944 4.301 -3.528
S -2.417 4.873 -4.195
C -0.873 3.278 -2.567
C -2.028 2.778 -1.908
C -1.917 1.790 -0.978
N -0.732 1.221 -0.632
C 0.380 1.676 -1.274
C 0.359 2.669 -2.203
H 0.114 5.514 -4.801
H 0.958 5.086 -3.367
H -3.002 3.199 -2.117
H -2.784 1.424 -0.451
H 1.307 1.182 -1.020
H 1.282 2.944 -2.694
C 1.909 1.129 4.565
Si 1.586 0.983 2.739
C 0.553 2.451 2.149
C 3.161 0.839 1.757
C 0.541 -0.622 2.501
H 2.515 2.009 4.788
H 2.442 0.251 4.935
H 0.973 1.219 5.121
H 0.654 3.262 2.873
H -0.518 2.242 2.072
H 0.902 2.831 1.187
H 3.723 1.774 1.796
H 2.950 0.612 0.710
H 3.802 0.047 2.148
H -0.167 -0.610 3.342
H 1.187 -1.498 2.591
```